1.
42
Properties=species:S:1:pos:R:3:forces:R:3 method="wB97M-V/def2-TZVPD" multiplicity=1 max_force_ev_per_a=14.8 homo_ev=-8.321
C -2.612 -3.025 0.425 -2.97 -0.17 1.29
C -2.895 -1.602 0.148 -3.38 -0.42 0.82
N -4.143 -1.220 0.388 0.01 -5.43 1.19
C -4.649 -0.095 0.241 0.54 1.19 -2.63
N -5.870 0.303 0.300 -3.47 1.56 1.67
C -5.760 1.679 0.205 -2.68 -2.20 0.10
N -4.569 1.970 -0.045 3.40 8.61 -2.40
N -3.842 0.961 -0.269 -0.84 -3.90 2.45
C -2.578 0.715 -0.513 1.51 -3.56 1.53
C -2.070 -0.665 -0.293 -3.05 5.86 -1.30
C -0.739 -0.811 -0.530 5.58 -6.19 -2.27
H -0.360 -0.253 -1.407 0.14 -0.13 0.86
H -0.638 -2.208 -1.059 -0.11 3.95 1.24
C 0.195 -0.854 0.776 -0.92 -5.02 -2.50
C 0.965 0.333 0.678 -1.83 3.35 7.87
O 0.548 1.240 1.643 2.34 -2.63 -5.00
N 2.097 0.287 0.060 -0.54 8.58 1.49
C 2.606 -0.638 -0.735 8.99 6.50 -3.32
H 2.077 -1.328 -0.972 -6.63 -8.74 -1.88
C 3.962 -0.976 -0.120 2.78 0.45 -12.75
C 4.877 0.176 -0.221 -1.05 -1.96 14.63
C 4.137 1.373 0.850 4.84 -0.55 -5.15
C 2.891 1.747 0.149 -1.73 -0.53 -1.36
H 2.312 2.412 0.888 0.06 -0.99 -1.94
H 3.025 2.214 -1.156 -0.40 -1.53 4.44
H 4.967 2.192 0.714 -1.81 -1.22 1.24
H 4.120 0.746 1.717 -0.46 0.71 0.98
H 5.904 0.046 0.299 -1.63 -0.36 -0.76
H 5.064 0.524 -1.020 1.86 4.60 -11.06
H 4.464 -1.830 -0.806 -1.19 1.41 1.44
H 3.844 -1.341 0.703 -1.18 -3.88 9.58
H 2.770 -0.194 -1.946 -0.08 -0.75 3.13
H -0.450 -0.903 1.632 -0.06 0.41 0.37
H 0.814 -1.931 0.794 -1.30 3.03 -0.19
C -1.713 1.785 -0.810 3.79 5.46 -1.07
H -0.909 2.258 0.006 -1.47 -2.58 -1.75
H -1.119 1.659 -1.914 -1.80 0.68 3.08
H -2.318 2.743 -0.674 0.32 -1.07 -1.50
H -6.510 2.536 0.220 0.74 -1.90 0.32
H -3.632 -3.431 0.841 2.00 0.50 -1.06
H -2.305 -3.553 -0.451 0.52 -0.53 -0.32
H -1.960 -3.042 1.263 1.18 -0.61 0.48

***

2.
14
Properties=species:S:1:pos:R:3:forces:R:3 method="wB97M-V/def2-TZVPD" multiplicity=1 max_force_ev_per_a=2.9 homo_ev=-9.744 smiles="C=NC.NC=O"
C 2.292 -0.243 0.582 -0.64 -1.78 -0.87
C 1.380 -0.176 -1.547 -1.21 -2.18 -1.43
N 1.125 -0.447 -0.337 0.94 2.50 0.74
H 2.336 -1.107 1.248 0.36 0.14 0.04
H 3.206 -0.097 -0.010 0.04 -0.11 0.41
H 2.071 0.631 1.175 -0.03 0.28 0.06
H 0.544 0.037 -2.211 -0.41 -0.11 0.05
H 2.213 -0.560 -2.177 0.80 1.25 1.05
C -3.113 0.439 0.241 1.28 1.38 -0.79
N -2.125 -0.033 1.097 0.64 -1.14 0.16
O -3.243 1.613 -0.010 -0.91 0.01 0.39
H -3.670 -0.307 -0.338 0.00 -0.32 0.32
H -1.324 -0.373 0.558 -0.32 -0.68 -0.03
H -1.691 0.623 1.728 -0.55 0.76 -0.10

***

3.
67
Properties=species:S:1:pos:R:3:forces:R:3 method="wB97M-V/def2-TZVPD" multiplicity=2 max_force_ev_per_a=0.6 homo_ev="-6.517 / -6.517" s2=0.755
Ti 0.571 -0.886 0.289 0.53 -0.01 0.31
Br -1.183 3.918 5.711 -0.02 0.05 0.03
C -0.529 2.565 4.568 0.02 0.00 -0.06
C -0.324 1.282 5.074 0.00 -0.08 0.07
C 0.145 0.275 4.257 -0.03 0.08 0.00
C 0.413 0.530 2.908 0.03 -0.05 0.01
O 0.834 -0.462 2.131 0.00 0.01 -0.04
C 0.209 1.829 2.409 0.00 0.05 -0.06
C 0.583 2.162 1.047 -0.11 0.03 0.16
N 0.891 1.273 0.172 0.07 0.11 -0.12
C 1.514 1.702 -1.017 0.07 -0.09 0.01
C 1.197 2.799 -1.757 -0.08 0.09 -0.02
C 1.986 3.115 -2.892 -0.02 -0.01 0.04
C 3.069 2.359 -3.235 0.00 0.00 0.02
C 3.405 1.208 -2.473 0.00 0.05 -0.05
C 4.504 0.368 -2.738 0.06 -0.06 0.01
C 4.718 -0.729 -1.948 -0.03 0.06 -0.01
C 3.804 -1.017 -0.919 0.02 -0.03 0.02
N 2.774 -0.257 -0.635 -0.11 0.07 -0.02
C 2.592 0.866 -1.382 0.08 -0.02 -0.04
C -0.261 2.843 3.251 0.00 -0.01 0.04
H -0.544 1.077 6.113 0.00 0.00 -0.01
H 0.290 -0.730 4.630 0.00 0.00 0.01
H 0.734 3.212 0.813 0.03 0.00 0.01
H 0.335 3.402 -1.481 0.03 -0.01 -0.02
H 1.718 3.981 -3.483 0.02 -0.01 -0.01
H 3.680 2.617 -4.091 -0.01 0.00 0.00
H 5.166 0.598 -3.564 0.00 -0.01 0.00
H 5.553 -1.394 -2.117 0.00 0.00 0.00
H 3.913 -1.925 -0.338 0.00 0.01 -0.01
H -0.435 3.831 2.844 0.00 0.00 0.00
N 1.974 -2.828 1.353 0.03 0.04 -0.05
N 1.895 -3.934 0.477 0.00 0.01 0.01
C 1.283 -3.665 -0.724 0.07 -0.16 0.05
N 0.874 -4.682 -1.486 -0.08 0.08 -0.03
N 1.247 -2.404 -1.043 -0.33 0.23 -0.08
N 0.473 -1.893 -2.091 -0.15 0.06 -0.09
O 0.000 -0.702 -1.576 0.09 -0.32 -0.18
O -0.272 -2.602 -2.797 0.12 0.02 0.04
H 2.909 -2.768 1.737 0.00 -0.01 0.01
H 1.286 -2.918 2.099 -0.03 0.02 -0.01
H 1.632 -4.809 0.908 0.00 -0.01 0.01
H 0.794 -5.604 -1.093 0.01 0.00 -0.01
H 0.299 -4.419 -2.280 0.03 -0.02 0.01
N -1.372 0.052 0.534 -0.01 0.22 0.25
C -2.590 -0.777 0.500 0.07 -0.05 -0.04
C -2.574 -1.652 1.743 -0.05 -0.03 -0.02
C -1.289 -2.448 1.842 -0.02 -0.06 -0.17
O -0.958 -3.093 2.814 0.01 0.01 0.04
O -0.548 -2.405 0.748 -0.07 -0.08 0.16
H -1.389 0.544 1.427 -0.03 0.00 0.02
H -1.429 0.845 -0.110 -0.26 -0.21 -0.23
H -2.579 -1.370 -0.414 0.01 0.00 0.01
H -3.468 -0.132 0.480 -0.03 0.01 -0.01
H -3.407 -2.358 1.742 -0.01 0.01 0.01
H -2.672 -1.053 2.653 -0.02 -0.01 0.00
Se -2.249 3.341 0.115 0.12 0.02 0.05
C -3.196 2.235 -1.098 0.01 0.00 -0.07
C -2.557 1.483 -2.091 -0.04 0.01 0.04
C -3.290 0.613 -2.883 -0.04 -0.02 -0.01
N -4.610 0.447 -2.792 0.04 0.03 0.02
C -5.227 1.194 -1.872 0.02 -0.01 0.00
C -4.585 2.076 -1.021 0.01 0.02 0.03
H -1.485 1.556 -2.228 0.01 -0.01 -0.05
H -2.782 0.008 -3.627 0.01 0.00 0.00
H -6.303 1.070 -1.805 0.00 0.00 0.00
H -5.151 2.637 -0.288 0.00 -0.01 0.00

***

4.
50
Properties=species:S:1:pos:R:3:forces:R:3 method="wB97M-V/def2-TZVPD" multiplicity=1 max_force_ev_per_a=1.4 homo_ev=-11.054 total_charge=+1
Bi -0.793 -1.390 -1.155 -0.14 -0.07 0.52
C 0.881 1.818 3.444 -0.11 -0.05 0.24
C 1.095 1.795 2.059 -0.06 -0.11 -0.27
C 0.504 0.835 1.282 0.15 0.16 -0.06
C -0.334 -0.152 1.844 0.08 0.17 0.28
C -0.951 -1.174 1.079 -0.13 -0.17 -0.32
C -1.748 -2.099 1.701 0.00 -0.10 -0.41
C -1.980 -2.059 3.086 -0.01 0.01 0.29
C -1.394 -1.088 3.844 -0.11 -0.22 -0.05
C -0.560 -0.118 3.250 0.12 0.07 -0.31
C 0.067 0.885 4.023 0.08 0.09 -0.06
H 1.368 2.571 4.044 -0.01 0.05 0.09
H 1.741 2.531 1.603 0.07 0.04 -0.03
H 0.729 0.790 0.225 0.01 0.11 0.10
H -2.203 -2.899 1.127 -0.08 -0.03 -0.02
H -2.615 -2.811 3.533 0.01 0.00 0.07
H -1.541 -1.058 4.914 -0.07 0.01 0.11
H -0.109 0.895 5.087 -0.01 0.02 0.17
C 1.273 -0.829 -1.304 -0.15 -0.05 -0.20
C 2.480 -0.901 -1.349 -0.45 0.12 -0.07
C 3.891 -0.967 -1.334 0.52 -0.11 0.05
C 4.623 -1.109 -2.514 -0.03 0.02 0.06
C 5.998 -1.233 -2.452 0.05 0.01 -0.10
C 6.649 -1.220 -1.229 -0.03 0.01 0.04
C 5.925 -1.068 -0.056 0.03 0.01 0.00
C 4.550 -0.941 -0.103 0.04 0.02 -0.04
H 4.111 -1.126 -3.466 -0.03 -0.01 -0.01
H 6.564 -1.342 -3.364 0.05 -0.02 -0.07
H 7.722 -1.331 -1.188 0.09 0.01 -0.01
H 6.432 -1.050 0.896 0.06 -0.01 0.10
H 3.975 -0.829 0.804 -0.04 0.00 0.06
C -0.686 3.062 -1.127 -0.13 -0.59 0.00
Sb -1.910 1.292 -1.386 -0.42 1.27 -0.44
C -2.688 1.628 -3.370 0.29 -0.20 0.43
C -3.659 1.829 -0.244 0.48 -0.32 -0.14
H -1.259 3.939 -1.406 -0.22 0.03 -0.10
H 0.197 2.995 -1.754 0.08 -0.08 -0.07
H -0.385 3.136 -0.088 -0.01 -0.05 0.09
H -3.001 2.663 -3.452 -0.04 0.12 0.07
H -3.537 0.972 -3.528 -0.07 -0.08 0.01
H -1.924 1.425 -4.114 0.06 -0.03 -0.02
H -3.687 2.903 -0.124 0.13 0.25 -0.02
H -3.628 1.363 0.732 0.03 -0.08 0.20
H -4.535 1.500 -0.788 -0.05 -0.08 -0.12
C -4.303 -2.285 -1.517 -0.23 -0.33 -0.17
O -3.823 -1.046 -1.014 -0.03 0.18 0.28
H -5.392 -2.273 -1.610 0.09 -0.05 -0.01
H -4.002 -3.114 -0.870 -0.04 -0.01 -0.08
H -3.871 -2.423 -2.505 0.00 -0.04 0.00
H -4.259 -0.895 -0.166 0.13 0.08 -0.05

***

5.
35
Properties=species:S:1:pos:R:3:forces:R:3 method="wB97M-V/def2-TZVPD" multiplicity=1 max_force_ev_per_a=1.3 homo_ev=-4.117 total_charge=-1
I -0.598 -11.853 13.778 0.01 0.33 -0.18
C -2.393 -11.644 19.313 -0.21 0.64 -0.22
C -2.152 -11.420 17.824 -0.68 -0.76 -0.21
C -1.474 -10.105 17.508 0.46 0.18 -0.18
O -2.298 -8.971 17.781 0.02 -0.05 -0.21
C -3.286 -8.763 16.805 -0.35 0.54 -0.26
N -1.442 -12.572 17.245 0.03 0.17 -0.18
H -3.036 -10.838 19.681 0.14 0.00 0.11
H -1.443 -11.608 19.847 -0.02 -0.19 0.09
H -2.923 -12.577 19.505 0.19 -0.15 -0.03
H -3.133 -11.381 17.323 -0.09 0.31 0.21
H -1.171 -10.150 16.454 -0.10 0.25 -0.04
H -0.568 -9.903 18.085 -0.01 -0.42 0.15
H -4.134 -9.444 16.927 0.05 -0.09 -0.18
H -2.896 -8.809 15.781 0.11 -0.43 0.08
H -3.673 -7.741 16.890 0.08 -0.09 0.38
H -2.108 -13.342 17.236 0.21 -0.10 0.17
H -1.289 -12.417 16.235 0.18 0.15 0.39
C 2.591 -14.797 14.869 -0.70 -0.10 0.26
C 1.282 -15.520 15.217 -0.77 0.10 -0.44
C 0.760 -15.094 16.583 0.28 -0.26 -0.29
O -0.466 -15.745 16.857 0.12 0.02 0.21
C -0.737 -15.773 18.236 -0.28 0.04 -0.08
N 0.221 -15.342 14.199 1.03 0.49 -0.64
H 2.382 -13.778 14.539 -0.05 0.04 0.09
H 3.046 -15.332 14.035 0.39 0.06 0.14
H 3.213 -14.758 15.766 0.41 -0.08 -0.27
H 1.457 -16.602 15.213 0.14 -0.01 0.39
H 0.648 -14.006 16.634 -0.08 0.02 0.01
H 1.504 -15.405 17.332 0.03 0.09 0.07
H -1.664 -16.334 18.363 0.06 -0.08 0.05
H -0.891 -14.771 18.654 0.17 0.02 -0.07
H 0.075 -16.271 18.782 -0.03 -0.03 0.08
H 0.123 -14.327 14.014 -0.34 -0.38 0.44
H 0.678 -15.625 13.324 -0.39 -0.23 0.11